# 1
This record from the OMol25 dataset describes a 2-piece molecular cluster, C5H6N overall. The level of theory is the ωB97M-V functional and the def2-TZVPD basis.

CARTESIAN COORDINATES (ANGSTROEM)
C (0.60, -2.33, 0.89)
C (-2.15, 0.99, 0.18)
C (0.37, -1.18, 0.64)
C (0.70, 0.54, -1.04)
C (0.18, 0.27, 0.33)
N (-1.09, 0.67, 0.47)
H (0.78, -3.37, 1.25)
H (-3.14, 1.24, 0.20)
H (0.84, 1.66, -1.35)
H (-0.01, 0.14, -1.86)
H (1.71, 0.20, -0.94)
H (1.23, 1.17, 1.22)

Summary:
orbital gap = 8.8 eV
LUMO energy = -5.68 eV
max |F| = 6.26 eV/Å
net charge = +1

In elementary charge units, the natural (NBO) charges are: number 1, C, carries -0.08; number 2, C, carries 0.48; number 3, C, carries -0.12; number 4, C, carries -0.62; number 5, C, carries -0.10; number 6, N, carries -0.16; number 7, H, carries 0.28; number 8, H, carries 0.28; number 9, H, carries 0.25; number 10, H, carries 0.24; number 11, H, carries 0.26; number 12, H, carries 0.29

=====

# 2
This record from the OMol25 dataset describes an isolated ion of composition C5H6N and charge +1. The level of theory is the ωB97M-V functional and the def2-TZVPD basis.

CARTESIAN COORDINATES (ANGSTROEM)
C (0.59, -0.25, 0.74)
C (0.60, 1.35, 0.74)
C (1.05, -0.97, 1.79)
C (-0.65, 0.58, -1.12)
C (-0.20, -0.61, -0.36)
N (-0.05, 1.71, -0.34)
H (1.16, -2.09, 1.65)
H (1.32, -0.48, 2.64)
H (-0.66, 0.45, -2.28)
H (-1.80, 0.69, -0.98)
H (-0.61, -1.51, -0.53)
H (-0.29, 2.65, -0.65)

Summary:
orbital gap (spin up / spin down) = 6.1 / 6.1 eV
LUMO energy (spin up / spin down) = -7.36 / -7.36 eV
max |F| = 4.23 eV/Å
net charge = +1

In elementary charge units, the natural (NBO) charges are: number 1, C, carries -0.29; number 2, C, carries 0.20; number 3, C, carries 0.05; number 4, C, carries -0.37; number 5, C, carries 0.20; number 6, N, carries -0.54; number 7, H, carries 0.24; number 8, H, carries 0.23; number 9, H, carries 0.31; number 10, H, carries 0.31; number 11, H, carries 0.22; number 12, H, carries 0.45

=====

# 3
This record from the OMol25 dataset describes an isolated ion of composition C5H6N and charge +1. The level of theory is the ωB97M-V functional and the def2-TZVPD basis.

CARTESIAN COORDINATES (ANGSTROEM)
C (0.46, 1.25, 0.03)
C (1.48, 0.34, -0.11)
C (-0.83, 0.65, -0.10)
C (1.30, -1.05, 0.03)
C (-2.10, -0.18, 0.11)
N (-0.87, -0.60, -0.37)
H (0.74, 2.31, -0.25)
H (2.46, 0.65, -0.44)
H (1.74, -1.84, -0.52)
H (1.03, -1.42, 1.00)
H (-2.43, -0.31, 1.10)
H (-2.97, 0.20, -0.47)

Summary:
orbital gap = 8.9 eV
LUMO energy = -6.68 eV
max |F| = 4.39 eV/Å
net charge = +1

In elementary charge units, the natural (NBO) charges are: number 1, C, carries -0.12; number 2, C, carries -0.22; number 3, C, carries 0.23; number 4, C, carries 0.01; number 5, C, carries -0.15; number 6, N, carries -0.27; number 7, H, carries 0.28; number 8, H, carries 0.29; number 9, H, carries 0.25; number 10, H, carries 0.24; number 11, H, carries 0.22; number 12, H, carries 0.24

=====

# 4
This record from the OMol25 dataset describes a 2-piece molecular cluster, C5H6N overall. The level of theory is the ωB97M-V functional and the def2-TZVPD basis.

CARTESIAN COORDINATES (ANGSTROEM)
C (2.66, -0.09, 0.29)
C (2.28, 0.96, -0.07)
C (-1.21, 0.76, -0.92)
C (-1.77, -1.21, 0.70)
C (-0.56, -1.41, 0.27)
N (-1.18, -0.33, -0.27)
H (3.03, -1.03, 0.54)
H (-0.17, 1.12, -1.11)
H (-2.05, 1.32, -1.04)
H (-2.60, -1.34, 1.37)
H (2.04, 1.97, 0.03)
H (0.27, -2.05, 0.48)

Summary:
orbital gap = 9.9 eV
LUMO energy = -4.69 eV
max |F| = 4.45 eV/Å
net charge = +1

In elementary charge units, the natural (NBO) charges are: number 1, C, carries -0.21; number 2, C, carries -0.26; number 3, C, carries -0.02; number 4, C, carries 0.09; number 5, C, carries 0.08; number 6, N, carries -0.21; number 7, H, carries 0.24; number 8, H, carries 0.24; number 9, H, carries 0.23; number 10, H, carries 0.30; number 11, H, carries 0.24; number 12, H, carries 0.29

=====

# 5
This record from the OMol25 dataset describes an isolated ion of composition C5H6N and charge +1. The level of theory is the ωB97M-V functional and the def2-TZVPD basis.

CARTESIAN COORDINATES (ANGSTROEM)
C (1.58, -1.11, -0.94)
C (2.38, -0.20, -0.44)
C (1.39, 0.52, 0.46)
C (-1.03, 0.59, -0.16)
C (-2.00, -0.56, 0.17)
N (0.16, 0.47, 0.21)
H (3.32, 0.31, -0.36)
H (1.80, 1.10, 1.36)
H (-1.31, 1.35, -0.91)
H (-1.92, -0.79, 1.19)
H (-1.42, -1.28, -0.37)
H (-2.96, -0.39, -0.21)

Summary:
orbital gap = 10.2 eV
LUMO energy = -5.45 eV
max |F| = 3.21 eV/Å
net charge = +1

In elementary charge units, the natural (NBO) charges are: number 1, C, carries 0.38; number 2, C, carries -0.61; number 3, C, carries 0.24; number 4, C, carries 0.29; number 5, C, carries -0.64; number 6, N, carries -0.30; number 7, H, carries 0.32; number 8, H, carries 0.28; number 9, H, carries 0.26; number 10, H, carries 0.26; number 11, H, carries 0.26; number 12, H, carries 0.26

=====

# 6
This record from the OMol25 dataset describes an isolated ion of composition C5H6N and charge +1. The level of theory is the ωB97M-V functional and the def2-TZVPD basis.

CARTESIAN COORDINATES (ANGSTROEM)
C (-2.76, -0.72, 0.34)
C (-0.15, 1.46, 0.45)
C (-2.06, 0.02, -0.30)
C (-0.95, 0.81, -0.68)
C (0.37, 0.44, -0.16)
N (1.43, -0.63, -0.06)
H (-3.70, -1.15, 0.59)
H (-1.01, 1.32, -1.63)
H (-0.04, 1.94, 1.37)
H (1.11, -1.60, 0.36)
H (1.92, -0.20, 0.70)
H (1.65, -0.79, -1.08)

Summary:
orbital gap (spin up / spin down) = 6.8 / 6.6 eV
LUMO energy (spin up / spin down) = -4.12 / -7.47 eV
max |F| = 9.89 eV/Å
2S+1 = 3
net charge = +1

In elementary charge units, the natural (NBO) charges are: number 1, C, carries -0.14; number 2, C, carries -0.10; number 3, C, carries -0.06; number 4, C, carries -0.35; number 5, C, carries 0.18; number 6, N, carries -0.75; number 7, H, carries 0.26; number 8, H, carries 0.30; number 9, H, carries 0.24; number 10, H, carries 0.44; number 11, H, carries 0.47; number 12, H, carries 0.50

=====

# 7
This record from the OMol25 dataset describes C5H6N2 as an isolated structure. The level of theory is the ωB97M-V functional and the def2-TZVPD basis.

CARTESIAN COORDINATES (ANGSTROEM)
N (-1.34, 1.12, 0.95)
C (-1.80, -0.04, 0.91)
C (-1.29, 0.38, -0.38)
C (0.06, -0.14, -0.83)
C (1.31, 0.50, -0.17)
C (1.41, -0.88, 0.40)
N (0.40, -1.43, -0.17)
H (-1.97, 0.74, -1.14)
H (0.10, -0.21, -1.93)
H (2.12, 0.80, -0.85)
H (1.10, 1.31, 0.54)
H (2.10, -1.37, 1.10)
H (-2.22, -0.79, 1.57)

Summary:
orbital gap = 11.0 eV
LUMO energy = 1.23 eV
max |F| = 0.49 eV/Å

In elementary charge units, the natural (NBO) charges are: number 1, N, carries -0.32; number 2, C, carries 0.08; number 3, C, carries -0.16; number 4, C, carries -0.10; number 5, C, carries -0.49; number 6, C, carries 0.10; number 7, N, carries -0.38; number 8, H, carries 0.19; number 9, H, carries 0.21; number 10, H, carries 0.22; number 11, H, carries 0.24; number 12, H, carries 0.18; number 13, H, carries 0.22

=====

# 8
This record from the OMol25 dataset describes C5H6N2 as an isolated structure. The level of theory is the ωB97M-V functional and the def2-TZVPD basis.

CARTESIAN COORDINATES (ANGSTROEM)
C (-2.76, -0.03, 0.07)
C (-0.33, -0.98, 0.02)
C (0.62, -0.04, -0.03)
C (-0.45, 1.05, -0.07)
C (2.12, -0.35, -0.04)
N (-3.89, 0.19, -0.05)
N (-1.45, -0.19, -0.05)
H (-0.43, -2.02, 0.06)
H (-0.38, 1.73, 0.88)
H (-0.40, 1.76, -0.87)
H (2.56, 0.36, -0.61)
H (2.33, -1.37, -0.26)
H (2.45, -0.12, 0.94)

Summary:
orbital gap = 9.0 eV
LUMO energy = 0.66 eV
max |F| = 5.11 eV/Å

In elementary charge units, the natural (NBO) charges are: number 1, C, carries 0.42; number 2, C, carries -0.01; number 3, C, carries -0.06; number 4, C, carries -0.19; number 5, C, carries -0.62; number 6, N, carries -0.38; number 7, N, carries -0.46; number 8, H, carries 0.21; number 9, H, carries 0.22; number 10, H, carries 0.22; number 11, H, carries 0.22; number 12, H, carries 0.23; number 13, H, carries 0.22

=====

# 9
This record from the OMol25 dataset describes one molecule with the formula C5H6N2. The level of theory is the ωB97M-V functional and the def2-TZVPD basis.

CARTESIAN COORDINATES (ANGSTROEM)
N (2.06, -1.52, 0.97)
C (1.57, -0.48, 0.83)
C (0.70, 0.67, 0.51)
C (0.34, 0.70, -1.00)
C (-1.02, 0.17, -0.58)
C (-1.03, -0.94, 0.38)
N (-0.74, 0.41, 0.88)
H (1.09, 1.59, 0.95)
H (0.97, 0.14, -1.69)
H (0.26, 1.74, -1.34)
H (-1.95, 0.51, -1.05)
H (-0.24, -1.68, 0.44)
H (-2.00, -1.31, 0.70)

Summary:
orbital gap = 10.8 eV
LUMO energy = 0.95 eV
max |F| = 1.13 eV/Å

In elementary charge units, the natural (NBO) charges are: number 1, N, carries -0.32; number 2, C, carries 0.27; number 3, C, carries -0.17; number 4, C, carries -0.40; number 5, C, carries -0.09; number 6, C, carries -0.28; number 7, N, carries -0.35; number 8, H, carries 0.25; number 9, H, carries 0.22; number 10, H, carries 0.22; number 11, H, carries 0.21; number 12, H, carries 0.22; number 13, H, carries 0.22

=====

# 10
This record from the OMol25 dataset describes one molecule with the formula C5H6N2. The level of theory is the ωB97M-V functional and the def2-TZVPD basis.

CARTESIAN COORDINATES (ANGSTROEM)
N (-0.78, 0.32, 2.76)
C (-0.55, 0.70, 1.69)
C (-0.33, 1.19, 0.34)
C (0.81, 0.69, -0.48)
C (1.89, -0.22, -0.08)
C (-0.72, -1.11, -0.48)
N (-0.54, 0.30, -0.82)
H (-0.68, 2.21, 0.19)
H (1.32, 1.43, -1.11)
H (1.84, -1.06, -0.82)
H (0.04, -1.45, 0.25)
H (-0.59, -1.70, -1.39)
H (-1.70, -1.29, -0.05)

Summary:
orbital gap (spin up / spin down) = 8.0 / 8.1 eV
LUMO energy (spin up / spin down) = -1.14 / -1.20 eV
max |F| = 1.53 eV/Å

In elementary charge units, the natural (NBO) charges are: number 1, N, carries -0.29; number 2, C, carries 0.25; number 3, C, carries -0.18; number 4, C, carries -0.26; number 5, C, carries 0.01; number 6, C, carries -0.43; number 7, N, carries -0.36; number 8, H, carries 0.25; number 9, H, carries 0.28; number 10, H, carries 0.11; number 11, H, carries 0.18; number 12, H, carries 0.22; number 13, H, carries 0.22

=====

Number 1: DFT total energy -248.3758 Eh. Number 2: DFT total energy -248.4378 Eh. Number 3: DFT total energy -248.4124 Eh. Number 4: DFT total energy -248.3662 Eh. Number 5: DFT total energy -248.4011 Eh. Number 6: DFT total energy -248.2501 Eh. Number 7: DFT total energy -303.5090 Eh. Number 8: DFT total energy -303.5086 Eh. Number 9: DFT total energy -303.5429 Eh. Number 10: DFT total energy -303.4186 Eh.